A structure of composition C15H44BN7O7Si2, computed with wB97M-V/def2-TZVPD.

The geometry in XYZ format:
```
76
Properties=species:S:1:pos:R:3:lowdin_charge:R:1
N 5.47249 -1.74917 1.16535 -0.1089
Si 5.12601 -0.45998 2.24576 0.3560
O 3.51730 -0.08735 2.11513 -0.4532
Si 2.56065 -1.29564 1.45758 0.5810
B 0.57817 -1.04007 1.79390 -0.6667
N -0.37441 -1.32362 0.74060 0.1108
O 0.10237 -0.64484 3.03003 0.0646
H 5.97029 -1.49058 0.32921 0.0273
H 5.87316 -2.57320 1.59103 0.0104
H 5.89570 0.76589 1.94832 -0.0416
H 5.37988 -0.86459 3.64059 -0.0266
H 2.90019 -2.59966 2.10512 -0.0437
H 2.75950 -1.40842 -0.00455 -0.0311
H -0.21921 -2.25684 0.37355 0.0626
H -0.25349 -0.67170 -0.04243 0.0291
H -0.19655 -1.41878 3.53580 0.0987
C -2.80022 0.81854 -0.97170 -0.0045
C -1.48279 1.53846 -1.14691 -0.5204
O -0.40151 0.96108 -1.03236 0.0011
N -1.51431 2.85105 -1.44392 0.0280
C -2.67692 3.69896 -1.62937 -0.0560
H -2.61897 -0.22413 -0.73907 0.0452
H -3.37225 1.26146 -0.15635 0.0900
H -3.38959 0.88054 -1.88835 0.0831
H -0.59598 3.26837 -1.54245 0.1008
H -2.66501 4.13112 -2.63112 0.0846
H -2.65723 4.52078 -0.91210 0.0727
H -3.59499 3.13899 -1.49789 0.0709
C 2.98146 2.46725 -2.36851 -0.0026
C 1.95109 3.38159 -2.98438 -0.5389
O 1.20744 4.06473 -2.29769 0.0156
N 1.86957 3.41861 -4.33743 0.0124
C 2.66006 2.67997 -5.30409 -0.0754
H 2.90876 2.55337 -1.29083 0.0850
H 2.79357 1.43114 -2.64908 0.0869
H 3.98754 2.74648 -2.68357 0.0840
H 1.16146 4.04715 -4.68086 0.1387
H 3.20311 3.36325 -5.95862 0.0823
H 2.01898 2.04992 -5.92216 0.0824
H 3.37745 2.04643 -4.79692 0.0701
C 5.02007 -7.03731 3.03145 -0.0110
C 4.58195 -5.59142 3.07788 -0.5485
O 5.37806 -4.67138 2.99561 0.0231
N 3.25829 -5.34371 3.24651 0.0100
C 2.17361 -6.29062 3.41870 -0.0751
H 6.09625 -7.06094 2.90604 0.0800
H 4.76001 -7.55156 3.95649 0.0824
H 4.55382 -7.55902 2.19544 0.0838
H 3.03954 -4.35894 3.25901 0.0968
H 1.43236 -6.17251 2.62664 0.0825
H 1.67535 -6.13210 4.37627 0.0826
H 2.54875 -7.30692 3.39004 0.0689
C -1.64546 6.09406 1.76260 -0.0133
C -3.12216 6.39599 1.65879 -0.5637
O -3.59727 6.97978 0.70011 0.0248
N -3.91743 5.98325 2.68121 0.0050
C -3.53385 5.27548 3.88961 -0.0771
H -1.15131 6.47994 0.87838 0.0820
H -1.21077 6.56681 2.64321 0.0835
H -1.47614 5.01799 1.81868 0.0838
H -4.88902 6.21314 2.55072 0.1365
H -4.04668 4.31481 3.95178 0.0823
H -3.79116 5.85920 4.77478 0.0813
H -2.46603 5.09337 3.89679 0.0701
C -5.59460 -3.62002 -1.72938 -0.0107
C -4.35627 -2.77386 -1.92360 -0.5467
O -3.74028 -2.30387 -0.98626 0.0361
N -3.94685 -2.55106 -3.20304 0.0086
C -4.54809 -3.02232 -4.43670 -0.0795
H -5.78346 -3.70021 -0.66535 0.0809
H -6.45955 -3.16193 -2.20940 0.0831
H -5.45245 -4.61948 -2.14084 0.0829
H -3.11613 -1.98422 -3.26358 0.1377
H -3.84339 -3.63794 -4.99785 0.0820
H -4.84419 -2.18195 -5.06645 0.0819
H -5.42826 -3.61712 -4.22354 0.0684
```

Properties
charge = 0
max |F| = 0.0180 Eh/bohr
E_tot = -57469.369 eV
gap between HOMO and LUMO = 8.486 eV
2S+1 = 1
highest occupied orbital energy = -7.91 eV

***

A structure of composition C15H45AsF6N9O6, computed with wB97M-V/def2-TZVPD.

The geometry in XYZ format:
```
82
Properties=species:S:1:pos:R:3:lowdin_charge:R:1
As 1.14622 -0.52901 0.68409 0.8803
F 1.16182 -2.24514 0.53281 -0.2859
F -0.66223 -0.53282 0.59916 -0.3237
F 1.17846 1.25014 0.94282 -0.3101
F 2.93445 -0.69911 0.81930 -0.3090
F 1.27853 -0.23502 -1.11841 -0.3269
F 0.86484 -0.88193 2.44111 -0.3247
C -2.81048 -4.05792 -5.40038 -0.7849
O -2.86819 -4.01084 -6.60037 0.0337
N -3.71547 -4.73457 -4.74738 0.1476
N -1.99228 -3.37538 -4.60300 0.1599
H -3.66926 -4.68394 -3.73971 0.1022
H -4.55436 -5.16780 -5.10610 0.1179
H -1.27559 -2.80809 -5.03271 0.1131
H -1.82083 -3.52948 -3.61966 0.1102
C 6.42853 -5.90279 -1.83126 -0.9225
O 6.84274 -6.22391 -0.79575 0.0953
N 7.16519 -6.02479 -2.81482 0.1537
N 5.33696 -5.30651 -2.20119 0.1794
H 6.79350 -5.67150 -3.68496 0.1140
H 7.92285 -6.66624 -2.62888 0.1386
H 5.27905 -5.30692 -3.20953 0.1067
H 4.75532 -4.96042 -1.45151 0.1349
C 1.10694 7.37060 0.04776 -0.8097
O 0.70681 8.53377 -0.02829 0.0134
N 1.12363 6.49341 -0.88815 0.1557
N 1.87082 6.93335 0.97709 0.1541
H 1.11163 5.53650 -0.56521 0.1188
H 0.75403 6.77105 -1.78616 0.1250
H 2.04589 7.55902 1.75039 0.1249
H 1.99095 5.93205 1.03252 0.1178
C 8.23093 0.36861 -4.01857 -0.0537
C 8.79583 1.62417 -4.81862 -0.3923
C 7.62448 2.37231 -5.55426 -0.2078
O 8.13064 3.35889 -6.40731 -0.1677
C 7.17809 4.10096 -6.98240 -0.1817
N 9.41039 2.41487 -3.77268 0.0172
H 8.95748 -0.25067 -3.49253 0.0739
H 7.61397 -0.19258 -4.72036 0.0635
H 7.49887 0.75562 -3.30976 0.0708
H 9.49870 1.34014 -5.60182 0.1313
H 6.91739 2.75219 -4.81683 0.1280
H 7.10208 1.67801 -6.21240 0.1215
H 6.88928 4.91003 -6.31151 0.0834
H 6.20301 3.63385 -7.12069 0.0905
H 7.50737 4.68781 -7.83988 0.0921
H 9.71555 3.33106 -4.06862 0.0653
H 8.66677 2.68585 -3.14523 0.0657
C -3.49658 -7.24509 2.05359 -0.0234
C -3.99123 -5.79418 2.49324 -0.4296
C -3.38646 -5.13454 3.71042 -0.2256
O -3.88632 -5.74430 4.89545 -0.1862
C -3.29860 -5.24877 6.06919 -0.1207
N -3.77130 -4.91006 1.37646 0.0111
H -2.65549 -7.43476 2.72043 0.0664
H -3.28507 -7.34551 0.98904 0.0702
H -4.23293 -7.92675 2.47929 0.0642
H -5.06747 -5.71400 2.64617 0.1302
H -3.70437 -4.09262 3.74835 0.1198
H -2.30327 -5.08448 3.59952 0.1325
H -3.67186 -4.22661 6.13213 0.0836
H -2.22215 -5.10198 5.98088 0.0832
H -3.50925 -5.86047 6.94643 0.0873
H -3.84153 -3.94692 1.67231 0.0663
H -2.80625 -4.98783 1.08884 0.0710
C -5.71438 4.01281 3.45097 -0.0612
C -6.91339 4.79611 3.86797 -0.4500
C -7.89693 4.06825 4.90597 -0.1487
O -9.04521 4.79213 5.45136 -0.1676
C -8.76483 5.67335 6.47225 -0.1699
N -6.48692 6.09375 4.30139 0.0288
H -5.04707 4.09230 4.30916 0.0789
H -5.18688 4.45526 2.60594 0.0859
H -5.81264 2.94484 3.25634 0.0828
H -7.66873 5.04114 3.12129 0.1311
H -7.38500 3.48283 5.66972 0.1148
H -8.29797 3.28879 4.25812 0.1112
H -7.89755 5.48558 7.10525 0.0890
H -9.53034 5.80505 7.23694 0.0825
H -8.62164 6.64912 6.00806 0.0684
H -7.26005 6.64282 4.64909 0.0494
H -5.71177 6.07820 4.94869 0.0747
```

Properties
charge = -1
max |F| = 0.1875 Eh/bohr
E_tot = -119126.472 eV
gap between HOMO and LUMO = 9.571 eV
2S+1 = 1
energy above the lowest of the compared OMol25 structures with the same formula, charge and spin = 606.3 kJ/mol
highest occupied orbital energy = -7.45 eV

***

A cluster of 5 separate species, C15H45O20P5 in total, computed with wB97M-V/def2-TZVPD.

The geometry in XYZ format:
```
85
Properties=species:S:1:pos:R:3:lowdin_charge:R:1
C -2.22266 -0.93339 13.31850 -0.1223
O -3.62415 -1.06526 13.41623 -0.1975
P -4.32743 -2.03904 12.35091 0.3941
O -3.69087 -3.36154 12.21925 -0.2319
O -5.82923 -2.12006 12.89184 -0.2111
C -6.13336 -2.94656 14.00798 -0.1046
O -4.45940 -1.16810 11.02634 -0.2034
C -4.47423 -1.77246 9.73956 -0.0987
H -1.71170 -0.59901 14.21962 0.0877
H -1.90823 -0.24670 12.52397 0.0835
H -1.74817 -1.88268 13.04599 0.0850
H -6.80280 -3.74534 13.68767 0.0900
H -6.63534 -2.44131 14.83190 0.0868
H -5.21731 -3.40667 14.38010 0.0829
H -3.80415 -1.17564 9.11046 0.0773
H -5.40618 -1.53651 9.21818 0.0763
H -4.19758 -2.81365 9.61042 0.0939
C -6.29633 1.28123 9.93122 -0.0886
O -5.33118 1.55406 8.91380 -0.2081
P -4.35188 2.79702 9.10777 0.4140
O -3.48966 3.22408 8.00344 -0.2211
O -3.66788 2.34385 10.48630 -0.2139
C -2.62756 3.11526 11.05516 -0.1020
O -5.28532 4.00716 9.59699 -0.2111
C -5.08816 5.32218 9.12264 -0.1163
H -7.25942 1.66766 9.59599 0.0954
H -6.03675 1.63954 10.92538 0.0949
H -6.39533 0.20400 10.05505 0.0696
H -3.07386 3.72278 11.85415 0.0916
H -2.14768 3.86503 10.42475 0.0878
H -1.88704 2.49311 11.54944 0.0834
H -4.08171 5.71902 9.24952 0.0870
H -5.80504 5.95585 9.64796 0.0903
H -5.35638 5.46378 8.07106 0.0824
C -5.21637 -2.22046 5.55306 -0.1002
O -5.79919 -3.50491 5.35115 -0.2010
P -5.51342 -4.32090 4.02403 0.4139
O -6.09032 -5.67371 4.04202 -0.2243
O -3.90274 -4.21587 3.94201 -0.2330
C -3.11058 -5.24043 3.34626 -0.0957
O -5.93065 -3.35097 2.79128 -0.2060
C -7.21399 -2.76026 2.85273 -0.1236
H -4.76165 -2.19259 6.54650 0.0880
H -5.92844 -1.40007 5.69023 0.0893
H -4.49176 -1.94598 4.79461 0.0755
H -2.23479 -5.39518 3.97732 0.0823
H -2.73454 -4.90280 2.37969 0.0898
H -3.67389 -6.16890 3.27264 0.0829
H -7.55757 -2.60700 3.87775 0.0819
H -7.98615 -3.32483 2.32412 0.0909
H -7.24714 -1.77964 2.37336 0.0887
C -4.15625 1.21238 5.48748 -0.1021
O -3.12491 0.33976 5.01006 -0.2142
P -1.95480 -0.05783 6.04457 0.3969
O -2.23846 0.28341 7.44100 -0.2168
O -1.82592 -1.62626 5.71696 -0.2069
C -0.86633 -2.12420 4.80171 -0.1003
O -0.57245 0.52301 5.54962 -0.2081
C -0.37547 1.91228 5.35614 -0.0868
H -4.41292 1.10188 6.53992 0.0557
H -5.05344 1.08012 4.88654 0.0887
H -3.80594 2.24232 5.38334 0.0701
H -1.30129 -3.05531 4.43479 0.0752
H 0.10942 -2.30678 5.26378 0.0935
H -0.63768 -1.47207 3.95394 0.0908
H -1.19670 2.57428 5.64410 0.0810
H -0.17935 2.07849 4.29772 0.0933
H 0.46260 2.30777 5.92896 0.0938
C -3.19463 5.46170 5.26045 -0.0847
O -3.68441 6.71153 4.75087 -0.2100
P -3.12402 8.08076 5.30135 0.4017
O -1.82175 8.58724 4.87293 -0.2190
O -4.27636 9.17372 4.95959 -0.2110
C -5.58958 8.91984 5.46212 -0.1010
O -3.22008 7.82158 6.91406 -0.2545
C -3.18977 8.91800 7.81714 -0.1153
H -3.01020 4.88473 4.35452 0.0931
H -3.78942 4.95363 6.01893 0.0665
H -2.22746 5.60545 5.75495 0.0908
H -6.26206 9.76210 5.32720 0.0906
H -5.52199 8.70410 6.53225 0.0698
H -6.01564 8.03539 4.98149 0.0881
H -4.09689 9.01720 8.40523 0.0843
H -2.98604 9.85750 7.29008 0.0923
H -2.28014 8.83173 8.41517 0.0923
```

Properties
charge = 0
max |F| = 0.0482 Eh/bohr
E_tot = -103689.520 eV
gap between HOMO and LUMO = 11.014 eV
2S+1 = 1
structure (SMILES) = COP(=O)(OC)OC.COP(=O)(OC)OC.COP(=O)(OC)OC.COP(=O)(OC)OC.COP(=O)(OC)OC
energy above the lowest of the compared OMol25 structures with the same formula, charge and spin = 111.3 kJ/mol
highest occupied orbital energy = -10.63 eV

***

A cluster of 9 separate species, C15H48N8O9 in total, computed with wB97M-V/def2-TZVPD.

The geometry in XYZ format:
```
80
Properties=species:S:1:pos:R:3:lowdin_charge:R:1
C 3.46295 45.98734 3.21459 -0.0736
C 2.23409 45.71560 4.13642 -0.3122
O 2.36864 46.15503 5.47974 -0.0905
H 3.09852 45.61420 2.25748 0.0722
H 4.30690 45.35838 3.49787 0.0679
H 3.87664 46.99525 3.18193 0.0577
H 1.90184 44.67753 4.14608 0.1084
H 1.43705 46.34121 3.73462 0.0997
H 1.46236 46.33293 5.74169 0.0732
C 12.01193 44.79886 -0.00577 -0.0888
C 11.94695 45.82368 1.03755 -0.3534
O 10.83722 45.53070 1.87430 -0.0861
H 11.10303 44.85358 -0.60493 0.0830
H 12.00428 43.88210 0.58380 0.0828
H 12.89896 44.80020 -0.63923 0.0846
H 11.98211 46.85643 0.69072 0.1050
H 12.86394 45.80766 1.62660 0.1104
H 10.90126 45.96118 2.72997 0.0738
C 6.17473 43.71571 -1.52207 -0.1095
C 5.63949 44.97794 -2.03863 -0.2980
O 5.03958 45.71800 -0.92364 -0.1200
H 6.72402 43.07317 -2.21022 0.0826
H 5.43106 43.11374 -0.99987 0.0845
H 6.83216 43.88935 -0.67018 0.0748
H 4.97519 44.78162 -2.88022 0.1112
H 6.48290 45.55350 -2.42005 0.1116
H 5.74118 45.73063 -0.26851 0.0228
C 9.36283 44.18881 5.17099 -0.0702
C 8.90882 43.65583 3.80308 -0.3931
O 9.49506 42.46334 3.61739 -0.0579
H 10.41401 44.47117 5.11265 0.0643
H 9.16939 43.40310 5.90131 0.0833
H 8.78252 45.11019 5.21987 0.0680
H 8.91918 44.30530 2.92775 0.0900
H 7.86040 43.36343 3.86134 0.1155
H 10.42369 42.56123 3.84026 0.0854
C 11.53505 50.63903 0.67624 -0.7415
O 12.69910 50.97612 0.99811 -0.0089
N 11.03209 51.00763 -0.48827 0.1466
N 10.66050 49.96253 1.36821 0.1698
H 11.67386 51.59173 -1.00505 0.1153
H 10.04478 51.09932 -0.68041 0.0983
H 9.75398 49.72540 0.99125 0.1021
H 10.88305 49.77288 2.33495 0.1147
C 6.81642 47.20443 1.84795 -0.7334
O 6.56921 46.02996 1.51093 -0.0038
N 7.85315 47.70008 2.48534 0.1796
N 5.96499 48.13632 1.61381 0.1827
H 8.63069 47.05634 2.51920 0.0956
H 7.85816 48.64409 2.84438 0.0323
H 6.15993 49.08409 1.90336 0.0785
H 5.09246 47.76804 1.26287 0.1126
C 2.25680 48.14215 -2.37847 -0.8113
O 1.52037 48.74734 -3.13047 0.0295
N 2.23765 48.29688 -1.10082 0.1640
N 3.07473 47.14161 -2.65915 0.1718
H 2.70083 47.75055 -0.38872 0.1077
H 1.73703 49.11861 -0.79385 0.1181
H 3.10520 47.03195 -3.66271 0.1160
H 3.70216 46.73974 -1.97729 0.0583
C 7.30623 50.98146 3.91574 -0.6634
O 7.45773 50.22512 2.95116 -0.0158
N 8.16455 51.13368 4.91340 0.1776
N 6.39279 51.93944 3.96966 0.1778
H 8.87273 50.41511 4.96082 0.1232
H 7.90611 51.66756 5.73088 0.1181
H 5.82670 51.97300 3.13389 0.1170
H 6.39330 52.59468 4.73827 0.1205
C 6.42632 50.78564 -0.74373 -0.0657
C 5.11796 51.53754 -1.07816 -0.5027
C 4.61745 50.90129 -2.36159 -0.0551
O 4.12971 51.27806 -0.13358 -0.0321
H 6.67446 51.01514 0.29254 0.0503
H 7.24534 50.83926 -1.46097 0.0795
H 6.28275 49.72111 -0.55863 0.0617
H 5.34626 52.59536 -1.20852 0.1353
H 5.23236 51.24609 -3.19292 0.0850
H 3.55412 51.12883 -2.43676 0.0860
H 4.73352 49.81772 -2.33946 0.0733
H 4.48447 51.71392 0.64473 0.0752
```

Properties
charge = 0
max |F| = 0.1220 Eh/bohr
E_tot = -46682.085 eV
gap between HOMO and LUMO = 8.950 eV
2S+1 = 1
structure (SMILES) = NC(N)=O.NC(N)=O.NC(N)=O.NC(N)=O.CC(C)O.CCO.CCO.CCO.CCO
energy above the lowest of the compared OMol25 structures with the same formula, charge and spin = 347.8 kJ/mol
highest occupied orbital energy = -9.34 eV

***

Question: The highest highest occupied orbital energy belongs to which entry?
Answer: C15H45AsF6N9O6

***

Question: Among the records above, which one has the lowest max |F|?
Answer: C15H44BN7O7Si2

***

Question: Among the records above, which one has the highest E_tot?
Answer: C15H48N8O9

***

Question: The highest E_tot belongs to which entry?
Answer: C15H48N8O9